This record from the OMol25 dataset describes 16 unconnected molecules or ions with the total composition C72H172N4O16 at a distorted geometry. The level of theory is the ωB97M-V functional and the def2-TZVPD basis.

Last columns: bonded neighbours and bond lengths (Å).
Element x y z (Å)
1 C -1.13601 0.85487 0.42444  C2 1.545, H12 1.090, H13 1.090, H14 1.090
2 C 0.03205 -0.11929 0.15050  C1 1.545, C3 1.570, N7 1.470, C11 1.529
3 C 0.96291 0.52652 -0.93654  C2 1.570, C4 1.547, H15 1.090, H16 1.090
4 C 1.98774 1.53827 -0.37118  C3 1.547, C5 1.564, H17 1.090, H18 1.090
5 C 2.74889 1.02692 0.89573  C4 1.564, C6 1.517, H19 1.090, H20 1.090
6 C 1.80340 0.48202 1.94984  C5 1.517, N7 1.485, C9 1.549, C10 1.583
7 N 0.79787 -0.44091 1.36382  C2 1.470, C6 1.485, O8 1.414
8 O -0.06124 -0.92020 2.38003  N7 1.414, H30 0.960
9 C 2.69960 -0.27773 2.95953  C6 1.549, H21 1.090, H22 1.090, H23 1.090
10 C 1.14388 1.71592 2.69014  C6 1.583, H24 1.090, H25 1.090, H26 1.090
11 C -0.60072 -1.38927 -0.41923  C2 1.529, H27 1.090, H28 1.090, H29 1.090
12 H -1.80448 1.03629 -0.41719  C1 1.090
13 H -0.77586 1.77822 0.87811  C1 1.090
14 H -1.71869 0.47173 1.26216  C1 1.090
15 H 1.52018 -0.28125 -1.41091  C3 1.090
16 H 0.37907 1.03601 -1.70314  C3 1.090
17 H 1.50574 2.50613 -0.23329  C4 1.090
18 H 2.70614 1.88947 -1.11190  C4 1.090
19 H 3.35079 1.88123 1.20552  C5 1.090
20 H 3.57095 0.34832 0.66807  C5 1.090
21 H 2.16050 -0.58430 3.85592  C9 1.090
22 H 3.15231 -1.20819 2.61691  C9 1.090
23 H 3.47511 0.41950 3.27661  C9 1.090
24 H 0.96370 2.53041 1.98853  C10 1.090
25 H 0.29091 1.55337 3.34901  C10 1.090
26 H 1.88236 2.02869 3.42834  C10 1.090
27 H -1.24248 -1.70314 0.40401  C11 1.090
28 H 0.17021 -2.14060 -0.59028  C11 1.090
29 H -1.24354 -1.17215 -1.27232  C11 1.090
30 H -0.50891 -0.10845 2.62955  O8 0.960
31 C -9.73543 -6.46774 3.53755  C32 1.553, H42 1.090, H43 1.090, H44 1.090
32 C -9.30809 -4.98453 3.36270  C31 1.553, C33 1.594, N37 1.490, C41 1.539
33 C -9.44592 -4.20878 4.74839  C32 1.594, C34 1.489, H45 1.090, H46 1.090
34 C -8.34162 -4.39565 5.73028  C33 1.489, C35 1.544, H47 1.090, H48 1.090
35 C -6.98272 -4.12069 5.05141  C34 1.544, C36 1.540, H49 1.090, H50 1.090
36 C -6.75276 -4.93680 3.76620  C35 1.540, N37 1.465, C39 1.567, C40 1.544
37 N -7.90897 -4.83845 2.87130  C32 1.490, C36 1.465, O38 1.396
38 O -7.74923 -5.32099 1.57137  N37 1.396, H60 0.960
39 C -5.56550 -4.24562 3.01231  C36 1.567, H51 1.090, H52 1.090, H53 1.090
40 C -6.33703 -6.39258 4.07018  C36 1.544, H54 1.090, H55 1.090, H56 1.090
41 C -10.29216 -4.24914 2.43641  C32 1.539, H57 1.090, H58 1.090, H59 1.090
42 H -10.71697 -6.53484 4.00675  C31 1.090
43 H -9.03348 -7.11248 4.06640  C31 1.090
44 H -9.88988 -6.88408 2.54211  C31 1.090
45 H -9.63574 -3.13661 4.69847  C33 1.090
46 H -10.42065 -4.50197 5.13832  C33 1.090
47 H -8.32679 -5.43115 6.07033  C34 1.090
48 H -8.53970 -3.91937 6.69049  C34 1.090
49 H -6.12714 -4.23966 5.71621  C35 1.090
50 H -6.95452 -3.06875 4.76728  C35 1.090
51 H -4.57159 -4.40415 3.43078  C39 1.090
52 H -5.33953 -4.62469 2.01565  C39 1.090
53 H -5.76192 -3.17348 3.00747  C39 1.090
54 H -5.46069 -6.41982 4.71778  C40 1.090
55 H -7.08367 -6.84811 4.72065  C40 1.090
56 H -6.25039 -7.05036 3.20537  C40 1.090
57 H -11.32583 -4.20148 2.77899  C41 1.090
58 H -10.36595 -4.72203 1.45710  C41 1.090
59 H -9.99421 -3.21387 2.27045  C41 1.090
60 H -7.63089 -6.27249 1.61893  O38 0.960
61 C -5.76534 -1.71018 -10.19923  C62 1.533, H72 1.090, H73 1.090, H74 1.090
62 C -5.22576 -3.04513 -9.67274  C61 1.533, C63 1.573, N67 1.495, C71 1.509
63 C -3.69483 -3.04759 -10.03250  C62 1.573, C64 1.569, H75 1.090, H76 1.090
64 C -2.86172 -4.00999 -9.11493  C63 1.569, C65 1.498, H77 1.090, H78 1.090
65 C -3.13754 -3.77480 -7.66126  C64 1.498, C66 1.594, H79 1.090, H80 1.090
66 C -4.66853 -3.85726 -7.22692  C65 1.594, N67 1.490, C69 1.520, C70 1.557
67 N -5.47752 -3.06973 -8.19961  C62 1.495, C66 1.490, O68 1.303
68 O -6.72998 -3.01582 -7.84332  N67 1.303, H90 0.960
69 C -4.95523 -5.35005 -7.21132  C66 1.520, H81 1.090, H82 1.090, H83 1.090
70 C -4.69716 -3.29779 -5.77398  C66 1.557, H84 1.090, H85 1.090, H86 1.090
71 C -5.88141 -4.23890 -10.32242  C62 1.509, H87 1.090, H88 1.090, H89 1.090
72 H -5.57372 -1.57994 -11.26432  C61 1.090
73 H -5.19732 -0.94162 -9.67507  C61 1.090
74 H -6.81236 -1.47407 -10.00924  C61 1.090
75 H -3.63307 -3.41061 -11.05842  C63 1.090
76 H -3.26290 -2.04724 -10.00395  C63 1.090
77 H -1.80353 -3.84383 -9.31677  C64 1.090
78 H -3.02930 -5.04519 -9.41221  C64 1.090
79 H -2.86017 -2.73320 -7.49929  C65 1.090
80 H -2.46705 -4.40155 -7.07328  C65 1.090
81 H -6.01247 -5.56761 -7.05970  C69 1.090
82 H -4.54173 -5.85798 -8.08260  C69 1.090
83 H -4.60483 -5.80472 -6.28471  C69 1.090
84 H -5.70180 -3.31584 -5.35153  C70 1.090
85 H -4.17907 -4.03270 -5.15786  C70 1.090
86 H -4.39821 -2.27495 -5.54478  C70 1.090
87 H -5.62226 -4.34568 -11.37576  C71 1.090
88 H -6.95657 -4.33331 -10.17011  C71 1.090
89 H -5.49565 -5.17543 -9.91968  C71 1.090
90 H -7.07742 -3.90202 -7.96795  O68 0.960
91 C 3.19123 5.73016 -6.08601  C92 1.592, H102 1.090, H103 1.090, H104 1.090
92 C 2.15968 4.87567 -6.94598  C91 1.592, C93 1.524, N97 1.486, C101 1.570
93 C 2.08156 5.67981 -8.23789  C92 1.524, C94 1.490, H105 1.090, H106 1.090
94 C 1.52526 4.95279 -9.41397  C93 1.490, C95 1.529, H107 1.090, H108 1.090
95 C 2.28903 3.63922 -9.58836  C94 1.529, C96 1.529, H109 1.090, H110 1.090
96 C 2.27656 2.67348 -8.40240  C95 1.529, N97 1.483, C99 1.568, C100 1.514
97 N 2.61638 3.48614 -7.20947  C92 1.486, C96 1.483, O98 1.337
98 O 2.89823 2.74109 -6.13508  N97 1.337, H120 0.960
99 C 0.85457 2.05566 -8.16879  C96 1.568, H111 1.090, H112 1.090, H113 1.090
100 C 3.27091 1.57792 -8.72354  C96 1.514, H114 1.090, H115 1.090, H116 1.090
101 C 0.77370 4.96117 -6.21314  C92 1.570, H117 1.090, H118 1.090, H119 1.090
102 H 2.94124 6.78816 -6.00705  C91 1.090
103 H 4.22506 5.55655 -6.38458  C91 1.090
104 H 3.28086 5.41604 -5.04610  C91 1.090
105 H 1.50774 6.59579 -8.09718  C93 1.090
106 H 3.06632 6.07537 -8.48665  C93 1.090
107 H 1.65928 5.54598 -10.31856  C94 1.090
108 H 0.45853 4.75967 -9.30036  C94 1.090
109 H 3.33615 3.83571 -9.81863  C95 1.090
110 H 1.67979 3.07269 -10.29262  C95 1.090
111 H 0.50842 1.29970 -8.87364  C99 1.090
112 H 0.85003 1.50880 -7.22592  C99 1.090
113 H 0.05649 2.77165 -7.97254  C99 1.090
114 H 3.13312 1.06428 -9.67501  C100 1.090
115 H 4.29575 1.94564 -8.67270  C100 1.090
116 H 3.20182 0.81935 -7.94386  C100 1.090
117 H 0.00510 4.69011 -6.93695  C101 1.090
118 H 0.46321 5.87433 -5.70536  C101 1.090
119 H 0.73971 4.17988 -5.45384  C101 1.090
120 H 3.83640 2.54754 -6.19809  O98 0.960
121 C 8.13546 1.83652 -2.02661  C122 1.557, H125 1.090, H126 1.090, H127 1.090
122 C 8.52659 0.39216 -1.59559  C121 1.557, C123 1.475, O124 1.462, H128 1.090
123 C 7.77988 -0.66018 -2.30967  C122 1.475, H129 1.090, H130 1.090, H131 1.090
124 O 9.97657 0.21897 -1.67330  C122 1.462, H132 0.960
125 H 8.21012 1.96640 -3.10627  C121 1.090
126 H 8.78346 2.56209 -1.53495  C121 1.090
127 H 7.07488 2.04465 -1.88533  C121 1.090
128 H 8.36339 0.35128 -0.51865  C122 1.090
129 H 6.71088 -0.63635 -2.09809  C123 1.090
130 H 8.07783 -1.63547 -1.92480  C123 1.090
131 H 7.90908 -0.57481 -3.38862  C123 1.090
132 H 10.41638 0.32691 -0.82684  O124 0.960
133 C -0.91737 7.55527 5.92427  C134 1.522, H137 1.090, H138 1.090, H139 1.090
134 C -1.62632 6.23725 6.19941  C133 1.522, C135 1.497, O136 1.403, H140 1.090
135 C -2.05883 6.08231 7.62461  C134 1.497, H141 1.090, H142 1.090, H143 1.090
136 O -2.73282 6.12386 5.34382  C134 1.403, H144 0.960
137 H -0.59546 7.59118 4.88351  C133 1.090
138 H -0.09475 7.75682 6.61041  C133 1.090
139 H -1.69808 8.31019 6.01756  C133 1.090
140 H -0.90153 5.46696 5.93590  C134 1.090
141 H -1.25771 6.17974 8.35728  C135 1.090
142 H -2.64443 5.16804 7.72107  C135 1.090
143 H -2.87035 6.77235 7.85566  C135 1.090
144 H -2.37410 6.46830 4.52267  O136 0.960
145 C 4.25217 6.49311 9.51773  C146 1.486, H149 1.090, H150 1.090, H151 1.090
146 C 4.39545 5.01440 9.52334  C145 1.486, C147 1.496, O148 1.403, H152 1.090
147 C 5.06861 4.46069 8.30799  C146 1.496, H153 1.090, H154 1.090, H155 1.090
148 O 5.22571 4.52165 10.54158  C146 1.403, H156 0.960
149 H 3.41769 6.74161 8.86200  C145 1.090
150 H 5.10104 7.02919 9.09329  C145 1.090
151 H 4.11228 6.97156 10.48706  C145 1.090
152 H 3.37434 4.63470 9.55895  C146 1.090
153 H 5.15597 3.37544 8.25620  C147 1.090
154 H 5.99227 4.92791 7.96641  C147 1.090
155 H 4.36687 4.60085 7.48579  C147 1.090
156 H 6.05797 4.32485 10.10545  O148 0.960
157 C -0.67760 -0.60424 7.58816  C158 1.544, H161 1.090, H162 1.090, H163 1.090
158 C -2.19130 -0.30219 7.56813  C157 1.544, C159 1.556, O160 1.358, H164 1.090
159 C -2.58222 0.70101 8.69185  C158 1.556, H165 1.090, H166 1.090, H167 1.090
160 O -2.45016 0.30340 6.38029  C158 1.358, H168 0.960
161 H -0.40534 -1.20970 8.45267  C157 1.090
162 H -0.19150 0.35975 7.73822  C157 1.090
163 H -0.36808 -1.07294 6.65401  C157 1.090
164 H -2.59854 -1.30847 7.66650  C158 1.090
165 H -2.46425 0.23490 9.67007  C159 1.090
166 H -3.60684 1.05554 8.57979  C159 1.090
167 H -2.03279 1.63876 8.77467  C159 1.090
168 H -3.00371 1.06739 6.55780  O160 0.960
169 C 3.60374 6.81922 2.82227  C170 1.566, H173 1.090, H174 1.090, H175 1.090
170 C 3.95918 7.91568 1.76239  C169 1.566, C171 1.534, O172 1.396, H176 1.090
171 C 3.64758 7.40915 0.34855  C170 1.534, H177 1.090, H178 1.090, H179 1.090
172 O 3.10281 9.00974 1.89320  C170 1.396, H180 0.960
173 H 2.54487 6.56060 2.82502  C169 1.090
174 H 3.74968 7.32933 3.77441  C169 1.090
175 H 4.25053 5.94685 2.91582  C169 1.090
176 H 5.01453 8.18260 1.70690  C170 1.090
177 H 3.93228 8.17014 -0.37804  C171 1.090
178 H 2.56731 7.31997 0.23381  C171 1.090
179 H 4.13538 6.44554 0.20159  C171 1.090
180 H 3.36268 9.50920 2.67076  O172 0.960
181 C -3.98554 7.52125 -1.38255  C182 1.513, H185 1.090, H186 1.090, H187 1.090
182 C -3.15764 6.89284 -0.28350  C181 1.513, C183 1.462, O184 1.402, H188 1.090
183 C -1.88890 6.27998 -0.67432  C182 1.462, H189 1.090, H190 1.090, H191 1.090
184 O -2.92006 7.88060 0.68300  C182 1.402, H192 0.960
185 H -4.14314 6.75715 -2.14376  C181 1.090
186 H -3.49516 8.35816 -1.87973  C181 1.090
187 H -4.96126 7.81651 -0.99667  C181 1.090
188 H -3.81226 6.18928 0.23088  C182 1.090
189 H -1.27175 6.00985 0.18256  C183 1.090
190 H -1.28731 6.79181 -1.42545  C183 1.090
191 H -2.12449 5.32495 -1.14393  C183 1.090
192 H -2.20011 8.43151 0.36715  O184 0.960
193 C 4.32958 -1.63004 9.05227  C194 1.508, H197 1.090, H198 1.090, H199 1.090
194 C 5.40353 -2.24653 9.91265  C193 1.508, C195 1.547, O196 1.379, H200 1.090
195 C 6.53010 -1.25039 10.27410  C194 1.547, H201 1.090, H202 1.090, H203 1.090
196 O 4.86309 -2.68950 11.10200  C194 1.379, H204 0.960
197 H 3.76901 -2.37194 8.48354  C193 1.090
198 H 4.79721 -1.10345 8.22033  C193 1.090
199 H 3.73994 -0.83805 9.51397  C193 1.090
200 H 5.73875 -3.16665 9.43402  C194 1.090
201 H 7.23203 -1.09615 9.45458  C195 1.090
202 H 7.10944 -1.62067 11.11989  C195 1.090
203 H 6.13991 -0.29510 10.62518  C195 1.090
204 H 4.36956 -2.02626 11.59001  O196 0.960
205 C 1.24158 -7.90844 3.37274  C206 1.579, H209 1.090, H210 1.090, H211 1.090
206 C 0.85203 -6.47486 3.90896  C205 1.579, C207 1.547, O208 1.390, H212 1.090
207 C 2.10660 -5.83981 4.55412  C206 1.547, H213 1.090, H214 1.090, H215 1.090
208 O 0.53717 -5.70192 2.79706  C206 1.390, H216 0.960
209 H 0.40585 -8.49026 2.98398  C205 1.090
210 H 1.75736 -8.47407 4.14871  C205 1.090
211 H 1.85758 -7.81465 2.47838  C205 1.090
212 H -0.00057 -6.46526 4.58800  C206 1.090
213 H 2.41988 -6.38204 5.44628  C207 1.090
214 H 1.88851 -4.79980 4.79687  C207 1.090
215 H 2.96858 -5.80585 3.88784  C207 1.090
216 H 0.60025 -4.76248 2.98431  O208 0.960
217 C 10.80297 2.75765 4.72444  C218 1.553, H221 1.090, H222 1.090, H223 1.090
218 C 9.94227 2.57247 3.44467  C217 1.553, C219 1.492, O220 1.468, H224 1.090
219 C 9.07436 3.73085 3.08392  C218 1.492, H225 1.090, H226 1.090, H227 1.090
220 O 10.97800 2.43492 2.41410  C218 1.468, H228 0.960
221 H 11.58155 1.99921 4.80630  C217 1.090
222 H 10.14891 2.54627 5.57039  C217 1.090
223 H 11.24181 3.75110 4.81688  C217 1.090
224 H 9.32665 1.67303 3.43342  C218 1.090
225 H 8.22213 3.88582 3.74558  C219 1.090
226 H 8.55551 3.58423 2.13661  C219 1.090
227 H 9.68726 4.62219 2.94989  C219 1.090
228 H 11.56667 3.18777 2.50510  O220 0.960
229 C 4.34946 -5.57608 -1.89778  C230 1.510, H233 1.090, H234 1.090, H235 1.090
230 C 3.57844 -5.16647 -3.12967  C229 1.510, C231 1.570, O232 1.424, H236 1.090
231 C 4.48938 -4.64120 -4.29484  C230 1.570, H237 1.090, H238 1.090, H239 1.090
232 O 3.00574 -6.37050 -3.62914  C230 1.424, H240 0.960
233 H 4.62649 -4.69579 -1.31774  C229 1.090
234 H 5.30914 -6.07107 -2.04643  C229 1.090
235 H 3.63762 -6.11837 -1.27544  C229 1.090
236 H 2.78634 -4.44838 -2.91749  C230 1.090
237 H 5.14558 -5.42218 -4.67897  C231 1.090
238 H 5.09389 -3.75293 -4.11145  C231 1.090
239 H 3.79623 -4.35328 -5.08526  C231 1.090
240 H 2.32710 -6.54402 -2.97269  O232 0.960
241 C -4.97439 3.34944 -7.33241  C242 1.486, H245 1.090, H246 1.090, H247 1.090
242 C -4.88420 2.14770 -6.46300  C241 1.486, C243 1.516, O244 1.397, H248 1.090
243 C -4.24448 2.45444 -5.12285  C242 1.516, H249 1.090, H250 1.090, H251 1.090
244 O -6.12637 1.52660 -6.30782  C242 1.397, H252 0.960
245 H -5.58433 3.12703 -8.20797  C241 1.090
246 H -4.02975 3.70462 -7.74421  C241 1.090
247 H -5.49942 4.16424 -6.83387  C241 1.090
248 H -4.22682 1.39260 -6.89399  C242 1.090
249 H -4.00868 1.54186 -4.57541  C243 1.090
250 H -4.84529 3.20325 -4.60672  C243 1.090
251 H -3.30237 2.97641 -5.29043  C243 1.090
252 H -6.04766 0.60296 -6.55743  O244 0.960
253 C -1.63448 -9.30371 -2.74996  C254 1.542, H257 1.090, H258 1.090, H259 1.090
254 C -1.67275 -8.03599 -1.87350  C253 1.542, C255 1.529, O256 1.397, H260 1.090
255 C -2.61737 -8.07586 -0.67246  C254 1.529, H261 1.090, H262 1.090, H263 1.090
256 O -0.40752 -7.94759 -1.28683  C254 1.397, H264 0.960
257 H -0.92313 -9.29843 -3.57583  C253 1.090
258 H -2.57568 -9.46001 -3.27702  C253 1.090
259 H -1.43308 -10.19064 -2.14922  C253 1.090
260 H -1.80004 -7.09783 -2.41365  C254 1.090
261 H -2.69217 -9.03874 -0.16711  C255 1.090
262 H -3.60379 -7.65615 -0.86981  C255 1.090
263 H -2.30276 -7.47022 0.17744  C255 1.090
264 H -0.47876 -7.25630 -0.62455  O256 0.960

Values from the calculation:
relative energy (zero: lowest compared OMol25 entry of this formula, charge and spin): 143.06 kcal/mol
E: -4268.875074 Eh